{"formula": "C20H32O10PbS2", "method": "ωB97M-V/def2-TZVPD", "symbols": ["Pb", "S", "S", "O", "O", "O", "O", "O", "O", "O", "O", "O", "O", "C", "C", "C", "C", "C", "C", "C", "C", "C", "C", "C", "C", "C", "C", "C", "C", "C", "C", "C", "C", "H", "H", "H", "H", "H", "H", "H", "H", "H", "H", "H", "H", "H", "H", "H", "H", "H", "H", "H", "H", "H", "H", "H", "H", "H", "H", "H", "H", "H", "H", "H", "H"], "coordinates": [[0.45911, -0.25208, 0.22125], [-0.39759, -1.26140, 3.90950], [1.14595, 3.45544, -0.32739], [0.13335, -0.54341, 2.77378], [1.59146, -1.92335, -4.02318], [2.43433, 4.07393, -0.43547], [0.46307, -2.15719, 4.67524], [-1.78319, -0.84670, -7.05223], [0.36168, -2.64404, -0.41551], [-2.23561, 1.45727, -5.80028], [0.60294, 0.15500, -2.31866], [1.12582, 2.02617, -0.07945], [2.80046, -1.07455, 0.48375], [-2.69581, -0.00693, 4.13014], [-0.68858, -4.74665, -0.62879], [0.61676, -1.22144, -4.39098], [-1.45256, -0.16051, 4.98507], [-0.76029, 0.89947, -3.99008], [3.91880, -0.56485, 2.68631], [-1.07146, -0.59061, -6.07853], [-1.86704, -2.18239, 3.25712], [-1.59225, -2.69874, -1.88293], [3.76488, -0.32228, 1.15752], [-3.08993, -1.43597, 3.76653], [-1.35227, 0.74350, -5.30922], [-0.86559, -3.23684, -0.67846], [5.13215, -0.37233, 0.44107], [0.15040, 4.00339, -1.79997], [-0.08211, -1.50864, -5.56253], [0.02852, 4.26082, 0.90669], [0.23197, 0.02244, -3.55057], [-1.07329, 4.94392, 0.09024], [-1.22816, 4.09315, -1.19450], [-1.69172, -1.61374, -1.90280], [0.34786, 5.03611, -2.09149], [0.61999, 5.11622, 1.24317], [-1.70803, -1.96389, 2.20034], [3.58090, -1.47549, 3.18351], [-1.70997, -0.81766, 5.81580], [-0.87544, 0.71535, 5.26860], [-0.84443, 5.98931, -0.10775], [-0.11600, -5.15459, -1.46388], [-3.45029, -1.86185, 4.70412], [-1.53838, -3.02548, 0.18734], [-2.63689, 0.71961, 3.31920], [5.61115, -1.32810, 0.23398], [-2.02937, 4.86747, 0.61014], [-0.18175, 3.64734, 1.77747], [-0.19489, -5.04161, 0.30059], [-1.69562, 3.15007, -0.90179], [3.35886, 0.17296, 3.27703], [-3.85532, -1.41617, 2.99153], [0.29065, -2.33128, -6.15576], [-1.01919, 1.80309, -3.45157], [-2.57472, -3.18075, -1.95174], [-3.51478, 0.38401, 4.74158], [-1.05126, -3.00818, -2.78197], [4.95609, -0.29815, 2.91085], [5.85449, 0.29660, 0.93073], [-1.62605, -5.31377, -0.53757], [5.10277, 0.18084, -0.50316], [-2.00825, 4.57449, -1.78743], [3.35907, 0.69835, 1.11381], [-1.87180, -3.24187, 3.49058], [0.38640, 3.33714, -2.62891]], "atomic_forces_ev_per_a": [[1.81, -4.13, -2.39], [-0.68, -2.06, 0.68], [-0.47, 0.26, -0.76], [-0.04, 0.48, 1.25], [-0.66, 0.73, 0.28], [0.29, 0.50, 0.46], [-0.68, 1.21, -0.28], [-0.13, 0.27, -0.61], [-0.40, 1.31, 0.30], [0.52, 0.50, 0.41], [0.66, -0.25, -0.37], [0.04, 1.88, -0.29], [-1.10, 0.40, 0.51], [-0.70, 0.68, 0.77], [-0.35, -0.90, 0.21], [2.00, -0.61, 0.23], [0.87, -0.61, -1.05], [0.33, -0.05, -2.40], [0.08, 0.85, 0.58], [0.76, -1.51, 0.55], [0.61, 1.04, -0.14], [0.06, -0.94, -0.90], [-1.37, -0.28, -0.52], [0.17, 0.31, -0.43], [-0.70, -0.58, 0.60], [0.63, 0.80, 1.59], [0.31, 1.56, -0.37], [-0.24, -0.44, 0.67], [-1.07, 1.91, -0.33], [1.41, 1.78, -0.36], [-1.66, 0.24, 2.23], [-0.78, -1.77, 0.08], [-1.25, 0.30, 0.29], [0.05, 0.01, 0.14], [0.96, -0.10, 0.23], [0.45, -0.43, 0.42], [-0.25, -0.64, -0.17], [0.42, -0.58, -0.77], [0.29, 0.21, 0.28], [-0.14, 0.03, 0.04], [0.08, -0.05, -0.10], [0.05, 0.19, -0.07], [-0.25, -0.34, -0.24], [-0.47, -0.04, 0.24], [0.52, -0.38, -0.29], [-0.40, -0.27, 0.33], [0.04, 0.34, 0.16], [-0.35, -0.36, -0.41], [0.44, 0.38, -0.07], [0.44, -0.29, -0.12], [-0.23, 0.26, -0.37], [-0.22, -0.26, 0.24], [-0.29, -0.16, -0.07], [-0.07, -0.11, 0.32], [-0.18, 0.21, 0.01], [0.10, 0.11, 0.16], [0.08, 0.30, -0.09], [0.11, -0.53, 0.40], [0.11, -0.40, 0.66], [-0.30, 0.23, -0.50], [-0.65, -0.51, -0.33], [0.42, -0.02, -0.58], [0.91, 0.61, -0.03], [0.39, 0.04, -0.06], [-0.38, -0.31, 0.14]], "mulliken_charge": [1.459, 0.834, 0.919, -0.325, -0.775, -0.723, -0.717, -0.761, -0.756, -0.734, -0.495, -0.296, -0.792, -0.556, -1.738, 0.519, -0.741, -0.428, -1.288, 0.521, -0.002, -0.983, 1.271, -0.662, 0.081, 1.391, -1.536, -0.673, -0.769, -0.682, 0.211, -0.777, -0.544, 0.096, 0.310, 0.311, -0.371, 0.267, 0.325, 0.418, 0.332, 0.343, 0.292, -0.514, 0.248, 0.304, 0.311, 0.445, 0.362, 0.198, 0.238, 0.356, 0.339, 0.393, 0.438, 0.360, 0.176, 0.399, 0.452, 0.413, 0.358, 0.564, -0.402, 0.461, 0.320], "homo_lumo_gap_ev": 3.45, "largest_force_ev_per_a": 5.1, "homo_ev": -0.33, "total_charge": -2}